ORCA calculation (ωB97M-V/def2-TZVPD) on 2 unconnected molecules or ions with the total composition C4H8N2OS at a distorted geometry.

ORCA input file:
```
! wB97M-V def2-TZVPD RIJCOSX def2/J DEFGRID3
* xyz 0 3
C -1.11 -0.89 0.58
C -2.34 -0.32 0.75
C -0.72 -0.40 -0.69
C 0.45 -0.82 -1.49
N -1.67 0.36 -1.23
N 0.89 1.03 1.15
O -2.66 0.42 -0.34
S 2.40 1.38 1.09
H -0.61 -1.31 1.36
H -2.99 -0.23 1.53
H 0.57 -1.88 -1.64
H 1.34 -0.43 -1.07
H 0.40 -0.40 -2.54
H 2.81 0.20 0.42
H 0.55 1.03 2.11
H 2.70 2.26 0.01
*
```

Results
- Kohn-Sham gap (alpha / beta) (eV) = 5.348 / 7.213
- relative energy (zero: lowest compared OMol25 entry of this formula, charge and spin) (eV) = 5.675